No. 1
{"formula": "C12H19N3O3", "method": "ωB97M-V with the def2-TZVPD basis set", "symbols": ["O", "O", "O", "N", "N", "N", "C", "C", "C", "C", "C", "C", "C", "C", "C", "C", "C", "C", "H", "H", "H", "H", "H", "H", "H", "H", "H", "H", "H", "H", "H", "H", "H", "H", "H", "H", "H"], "coordinates": [[-4.4264, 0.5853, -1.2543], [-0.0631, 1.4990, 0.9355], [-1.2604, 2.3239, 3.0520], [-1.2685, 2.1608, -3.2078], [6.2635, -5.0731, 2.7486], [2.3704, -1.4139, 1.5108], [-3.0829, 0.0059, -1.1146], [2.7057, -0.3944, 2.1729], [-0.1533, 2.2026, -3.7948], [-1.1503, 1.5537, 1.9663], [3.1098, 0.8344, 2.9711], [-0.4996, 0.9525, -0.3918], [-2.1896, 0.4215, 1.3305], [4.3853, -4.0925, 0.9472], [-5.4102, -0.0436, -0.3609], [5.4119, -4.6285, 1.9318], [-2.1323, 1.0141, -0.2321], [1.1911, 2.2530, -4.5023], [-6.3790, -0.2456, -1.0281], [0.0239, 1.4530, -1.3122], [-3.0462, -1.0744, -0.6683], [2.7326, 0.7548, 3.9944], [3.4443, -3.8869, 1.4648], [1.9757, 2.5297, -3.7927], [-3.3101, 0.4312, 1.6727], [-2.4557, 2.1484, -0.2670], [1.1614, 2.9931, -5.3068], [4.2048, -4.8289, 0.1592], [-5.0839, -1.0669, 0.1031], [-1.6428, -0.6357, 1.2733], [-5.7750, 0.7308, 0.4701], [-2.6233, -0.0562, -2.1981], [4.1996, 0.9190, 2.9989], [4.7517, -3.1677, 0.4932], [2.6944, 1.7333, 2.5074], [-0.0990, -0.1651, -0.3439], [1.4252, 1.2735, -4.9281]], "forces_ev_per_angstrom": [[0.741, -2.265, 1.674], [-1.737, 1.401, 1.747], [1.529, -4.955, -7.404], [8.916, 0.358, -4.802], [-6.817, 3.569, -6.539], [2.676, 8.140, 5.268], [1.546, 1.047, -1.179], [-2.238, -6.672, -4.365], [-7.368, -0.239, 3.741], [-1.047, 1.102, 2.382], [-0.330, -0.973, -0.654], [-0.609, -1.736, 0.796], [0.546, 1.873, -1.145], [0.825, -0.495, 0.827], [-1.895, 0.417, -0.265], [5.639, -2.953, 5.379], [0.491, -1.191, 1.037], [-1.099, -0.041, 0.570], [2.097, 0.330, 1.442], [-1.239, -0.421, 2.325], [-0.366, 2.026, -0.647], [0.000, -0.092, -0.222], [0.239, 0.012, -0.029], [-0.213, -0.036, -0.033], [2.503, -0.098, -0.127], [0.390, -2.462, -0.103], [-0.112, -0.107, 0.178], [0.130, 0.040, 0.187], [-0.360, 2.045, -0.841], [-1.387, 2.302, 0.497], [1.055, -1.746, -1.579], [-1.040, 0.161, 2.052], [-0.173, -0.146, -0.067], [-0.026, -0.158, 0.177], [-0.053, -0.249, -0.019], [-1.063, 2.083, -0.379], [-0.149, 0.130, 0.117]], "mulliken_charge": [-0.334, -0.349, -0.583, -0.504, -0.412, -0.504, -0.475, 0.440, 0.519, 0.460, -0.733, -0.008, -0.522, -0.649, -0.597, 0.297, 0.104, -0.793, 0.215, -0.131, 0.304, 0.268, 0.227, 0.277, 0.285, 0.245, 0.305, 0.296, 0.284, 0.365, 0.216, 0.233, 0.315, 0.234, 0.244, 0.194, 0.268], "smiles": "COC[C@@H]1COC(=O)C1.CC#N.CC#N.CC#N", "e_above_lowest_ev": 9.593, "lumo_ev": 0.3, "gap_ev": 10.043, "homo_energy_ev": -9.71}


No. 2
{"formula": "C12H19NO2", "method": "ωB97M-V with the def2-TZVPD basis set", "symbols": ["O", "O", "N", "C", "C", "C", "C", "C", "C", "C", "C", "C", "C", "C", "C", "H", "H", "H", "H", "H", "H", "H", "H", "H", "H", "H", "H", "H", "H", "H", "H", "H", "H", "H"], "coordinates": [[0.3827, -1.6199, -1.3318], [-1.2226, 3.0947, -0.6499], [-2.2059, 1.0316, -0.9943], [-1.5122, 0.6586, -2.2308], [-1.9500, 2.0182, 1.2598], [1.4981, -1.2883, -0.6240], [2.5873, -2.1317, -0.7574], [3.8008, -0.9168, 0.9508], [-4.0919, -0.2479, 0.0797], [2.7342, -0.0396, 0.9494], [-1.6487, 2.0246, -0.2264], [3.7672, -1.9347, -0.0594], [4.8278, -1.0690, 1.9855], [-3.6778, 0.8518, -0.8478], [1.5861, -0.1471, 0.1616], [-4.1005, 1.7896, -0.5327], [5.1649, -0.1548, 2.4688], [-2.6218, 1.2515, 1.6017], [-1.8104, 1.3535, -3.0640], [-0.3710, -1.0688, -1.1408], [0.7777, 0.5717, 0.1894], [2.6309, 0.7273, 1.7132], [-4.0647, 0.6842, -1.8675], [-0.5835, 1.2518, -2.2513], [2.4912, -3.0619, -1.3161], [-1.6281, -0.3722, -2.4859], [5.6901, -1.7465, 1.7642], [4.5372, -2.6993, -0.0943], [-3.2179, -0.8904, 0.2772], [-4.4148, 0.1164, 1.0641], [-2.0295, 2.9661, 1.7703], [-0.9387, 1.8028, 1.6801], [4.4576, -1.8154, 2.6953], [-4.8441, -0.9902, -0.1369]], "forces_ev_per_angstrom": [[0.196, -0.760, -0.406], [1.265, -1.450, -0.709], [0.465, -1.375, -0.021], [-0.881, 4.149, -0.748], [2.265, -0.995, 0.548], [-0.405, 0.704, -0.312], [0.699, -0.946, -0.067], [-0.220, -1.473, -2.458], [0.741, -1.291, 1.954], [-0.584, 0.944, 1.110], [-2.534, 3.449, 0.906], [-1.144, 0.748, 1.312], [1.220, -1.220, 1.173], [0.364, -0.167, -1.364], [0.719, -1.151, -0.417], [-0.174, 0.474, 0.119], [-0.038, -0.134, 0.144], [-0.235, -0.127, 0.179], [-1.176, -1.134, 0.008], [-0.057, 0.494, 0.372], [0.050, 0.023, 0.195], [0.591, 0.098, 0.020], [0.237, 0.041, 0.318], [0.860, -1.659, 0.828], [-0.147, 0.396, -0.237], [0.504, -0.455, -0.221], [-0.142, 1.227, -0.979], [0.066, 0.238, -0.123], [-0.093, 0.297, 0.044], [0.235, 0.161, -0.176], [-0.940, 0.593, -0.649], [-0.435, -0.684, -0.074], [-0.692, 0.739, 0.801], [-0.578, 0.247, -1.071]], "mulliken_charge": [-0.553, -0.613, 0.425, -1.510, -0.875, 0.828, -0.604, 0.396, -1.092, -0.572, 0.425, -0.559, -1.332, -0.653, -0.057, 0.437, 0.345, 0.216, 0.346, 0.221, 0.225, 0.325, 0.446, 0.378, 0.364, 0.573, 0.346, 0.295, 0.270, 0.319, 0.389, 0.218, 0.285, 0.347], "smiles": "CCN(C)C(C)=O.Cc1ccc(O)cc1", "e_above_lowest_ev": 2.174, "lumo_ev": 0.8, "gap_ev": 8.934, "homo_energy_ev": -8.18}


No. 3
{"formula": "C12H19NO2", "method": "ωB97M-V with the def2-TZVPD basis set", "symbols": ["O", "O", "N", "C", "C", "C", "C", "C", "C", "C", "C", "C", "C", "C", "C", "H", "H", "H", "H", "H", "H", "H", "H", "H", "H", "H", "H", "H", "H", "H", "H", "H", "H", "H"], "coordinates": [[-2.0440, -0.2108, -0.0249], [2.5836, -2.1643, -3.1288], [1.2254, -0.3966, -3.1909], [3.4383, -0.4804, -1.8397], [-2.6514, 0.4042, 2.0909], [-1.5856, 0.0409, 1.2588], [-2.3910, 0.3176, 3.4321], [-0.2631, 0.0070, 1.7132], [-1.0570, 0.0702, 5.4910], [-1.1150, 0.1754, 3.9557], [0.6589, 0.5465, -2.1770], [-0.0611, -0.0014, 3.1033], [0.3325, -1.0374, -4.2328], [2.2982, -1.1366, -2.5312], [-0.6469, 1.5536, -2.4537], [-3.2430, 0.2564, 4.1535], [4.2921, -0.8877, -2.5122], [0.7089, -0.5429, -5.1207], [3.5187, 0.5520, -1.6076], [-1.6137, 1.2426, -2.7994], [0.9116, 0.1999, 3.5935], [0.2334, -0.0068, -1.3289], [-0.8824, 1.1326, 5.7990], [-0.6799, -0.9377, -4.2051], [3.6118, -0.9171, -0.8667], [-3.6745, 0.5267, 1.6873], [-2.0361, -0.2899, 6.0474], [-0.2054, -0.5655, 5.6589], [-1.3641, -0.4490, -0.6706], [0.7861, -2.1005, -4.0682], [1.4704, 1.2640, -1.7541], [0.5512, -0.3139, 1.0832], [-0.8903, 1.8788, -1.4051], [-0.2166, 2.2701, -3.1502]], "forces_ev_per_angstrom": [[0.543, 0.083, -0.097], [-0.209, -1.132, 1.360], [-0.679, 1.873, 3.704], [1.937, -1.440, 0.144], [0.029, -0.841, -0.061], [-0.441, 0.697, -1.110], [-1.573, 0.094, 0.928], [-0.730, -1.200, 0.355], [-0.873, 1.143, -0.374], [-2.059, -1.059, 1.279], [-1.884, 1.470, 0.346], [0.936, 1.885, 0.398], [6.117, -1.673, 1.281], [-1.120, 0.333, -5.785], [2.708, -0.701, 0.904], [0.705, 0.546, -0.714], [-1.150, 1.221, 1.375], [-0.171, -0.575, -0.637], [-0.434, 1.105, -0.601], [-0.094, -1.095, -0.618], [-0.134, -0.961, -0.805], [0.760, -0.270, 0.104], [0.130, -1.013, 0.447], [-2.749, 0.321, 1.026], [-0.048, -0.610, 0.296], [0.862, -0.201, 0.221], [2.056, 0.519, -1.516], [0.241, -0.134, 0.965], [0.076, 0.073, 0.507], [-1.512, 1.385, -1.336], [-1.377, -1.352, -0.876], [0.081, 0.310, -0.358], [0.627, 0.493, -1.129], [-0.573, 0.706, 0.376]], "mulliken_charge": [-0.525, -0.625, 0.099, -1.101, -0.702, 0.887, -0.303, -0.500, -1.306, 0.741, -0.193, -0.585, -0.974, 0.731, -1.207, 0.196, 0.296, 0.258, 0.357, 0.354, 0.280, -0.005, 0.282, 0.370, 0.310, 0.332, 0.294, 0.376, 0.245, 0.374, 0.150, 0.336, 0.331, 0.425], "smiles": "CCN(C)C(C)=O.Cc1ccc(O)cc1", "e_above_lowest_ev": 3.470, "lumo_ev": 0.6, "gap_ev": 9.047, "homo_energy_ev": -8.46}


No. 4
{"formula": "C12H19NO2Si", "method": "ωB97M-V with the def2-TZVPD basis set", "symbols": ["Si", "O", "O", "N", "C", "C", "C", "C", "C", "C", "C", "C", "C", "C", "C", "C", "H", "H", "H", "H", "H", "H", "H", "H", "H", "H", "H", "H", "H", "H", "H", "H", "H", "H", "H"], "coordinates": [[0.8511, -0.6210, -0.0406], [-0.2176, -1.8863, -0.1955], [0.5262, 0.8285, -0.8379], [-2.0108, -0.1292, -1.9626], [2.0449, 0.6161, 1.9669], [-0.6867, 1.4205, -0.4932], [2.5144, -1.1601, -0.7530], [0.1156, 0.2672, 3.8884], [-0.9061, -1.0302, -2.3836], [1.1240, 1.1918, 4.0627], [-1.8318, 0.3834, -0.6171], [0.0490, -0.4747, 2.7306], [-2.2503, 0.9582, -2.9721], [1.0327, -0.2905, 1.7761], [-0.7064, -2.2418, -1.4718], [2.0348, 1.4556, 3.0697], [-1.3171, 1.4531, -3.1804], [2.7545, -2.1395, -0.4432], [-0.7782, -1.1724, 2.5469], [-2.9700, 1.6924, -2.6248], [2.6911, 2.3142, 3.1068], [-1.1043, -1.3463, -3.3887], [-0.6436, 0.1764, 4.6501], [-0.5614, 1.7196, 0.5621], [2.4931, -1.1499, -1.8169], [-2.5534, 0.4828, -3.9046], [-2.7978, 0.7436, -0.2296], [-1.6311, -2.8523, -1.2920], [3.3155, -0.4717, -0.3996], [0.0384, -2.9266, -1.8915], [2.6800, 0.8963, 1.1373], [-1.6365, -0.4839, 0.0197], [0.0243, -0.4112, -2.4569], [1.1362, 1.8346, 4.9068], [-0.8226, 2.3531, -1.0685]], "forces_ev_per_angstrom": [[1.711, -0.947, -0.165], [0.451, 0.708, 0.426], [0.920, -1.317, 0.098], [-0.387, 0.066, -0.808], [0.060, 1.678, 0.027], [-0.953, 0.480, 1.335], [-0.319, 1.793, 0.781], [-0.256, -0.331, 0.549], [-0.133, 1.037, 0.209], [-0.141, 0.667, -0.124], [-0.405, 0.569, 0.122], [-0.416, -0.417, 0.061], [0.654, -1.666, 0.698], [-0.564, -0.482, -1.401], [-0.448, -0.638, -0.092], [0.534, -0.546, -0.234], [0.563, 0.594, -0.183], [0.262, -1.202, 0.513], [0.328, 0.349, 0.077], [-0.204, -0.170, 0.090], [0.198, -0.126, 0.242], [-0.342, -0.445, -0.570], [-0.074, -0.130, 0.116], [-0.604, 0.219, -0.058], [0.072, 0.120, -1.001], [-0.323, 0.111, 0.046], [0.273, 0.436, -0.298], [0.547, 0.778, -0.423], [-0.466, -0.487, -0.377], [-0.135, 0.088, -0.431], [0.272, -0.217, 0.001], [-0.017, 0.480, 0.014], [-0.388, -0.843, -0.082], [-0.174, 0.336, 0.829], [-0.098, -0.543, 0.014]], "mulliken_charge": [0.987, -0.485, -0.549, -0.037, -0.599, -0.300, -1.272, -0.417, -0.484, -0.467, -0.823, -0.414, -1.030, 0.513, -0.710, -0.687, 0.367, 0.369, 0.428, 0.305, 0.396, 0.544, 0.385, 0.204, 0.329, 0.335, 0.472, 0.304, 0.308, 0.349, 0.163, 0.331, 0.356, 0.380, 0.451], "smiles": "CN1CCO[Si](C)(c2ccccc2)OCC1", "e_above_lowest_ev": 0.586, "lumo_ev": 0.9, "gap_ev": 9.151, "homo_energy_ev": -8.24}